One molecule with the formula C3HN3 in a non-equilibrium geometry, computed with ωB97M-V with the def2-TZVPD basis set.

Geometry (Å):
1 N -1.342 -0.823 -0.146
2 N 0.491 2.297 -0.109
3 N -0.067 -1.072 -0.130
4 C 0.701 1.188 0.037
5 C -2.503 -0.602 0.092
6 C 0.850 -0.212 0.070
7 H 1.871 -0.775 0.186

Results
HOMO level, eV: -11.2
HOMO-LUMO gap, eV: 9.820
ΔE to the lowest compared entry with this formula, charge and spin, kcal per mole: 47.77

---

C3H3LiO2Tb as an isolated structure in a non-equilibrium geometry, computed with ωB97M-V with the def2-TZVPD basis set.

Geometry (Å):
1 Tb 1.463 0.704 1.515
2 O 2.595 1.089 -0.630
3 O -0.822 -1.444 1.215
4 C -1.367 0.210 -0.502
5 C -0.725 -0.336 0.742
6 C 2.955 1.375 -1.664
7 Li 0.426 -2.646 1.811
8 H -0.636 0.507 -1.256
9 H -1.954 -0.557 -1.001
10 H -1.936 1.098 -0.229

Results
HOMO level (alpha / beta), eV: -23.6 / -23.2
Expectation value of S²: 12.91
HOMO-LUMO gap (alpha / beta), eV: 8.090 / 8.703
Net charge: +3
Spin multiplicity: 7
ΔE to the lowest compared entry with this formula, charge and spin, kcal per mole: 26.24

---

C3H2O3Yb as an isolated structure in a non-equilibrium geometry, computed with ωB97M-V with the def2-TZVPD basis set.

Geometry (Å):
1 Yb 3.686 0.047 0.067
2 O -3.499 1.029 1.764
3 O -2.163 0.393 -0.034
4 O 1.366 -0.221 0.032
5 C -2.861 0.694 0.886
6 C -0.936 -0.417 0.029
7 C 0.195 0.318 0.026
8 H -1.125 -1.484 -0.007
9 H 0.102 1.414 0.035

Results
HOMO level, eV: -16.4
HOMO-LUMO gap, eV: 6.790
Net charge: +2
ΔE to the lowest compared entry with this formula, charge and spin, kcal per mole: 0.00